# C28H29BCoN7P

A molecular structure, C28H29BCoN7P at a distorted geometry (ωB97M-V/def2-TZVPD, OMol25).

Calculated values
- 2S+1 = 4
- LUMO level (alpha / beta) (eV) = 0.8 / 0.8
- expectation value of S² = 3.764
- frontier orbital gap (alpha / beta) (eV) = 8.13 / 8.28
- charge = 0

XYZ file:
```
67
Properties=species:S:1:pos:R:3:forces:R:3:mulliken_charge:R:1
H 2.986 -0.352 1.858 0.01 -0.17 -0.10 0.255
N 2.958 -1.227 -0.067 4.56 -0.37 1.40 0.248
B 3.587 -2.144 -2.349 -0.70 0.92 0.16 0.062
N 3.936 -1.798 -0.873 -0.68 0.35 1.40 0.055
C 5.101 -1.819 -0.201 -0.53 0.25 0.12 -0.069
Co 1.235 -0.968 -0.615 -1.46 2.09 -0.92 -0.476
H 5.980 -2.211 -0.695 -0.04 0.03 0.24 0.464
C 4.904 -1.251 1.062 0.00 0.01 -0.36 -1.239
H 5.645 -1.109 1.830 0.00 -0.02 -0.04 0.396
C 3.553 -0.872 1.102 0.26 -0.91 -1.70 0.299
H 4.473 -2.692 -2.929 0.05 -0.11 0.02 -0.104
C -1.537 1.257 -3.134 -0.16 -0.43 0.15 -0.863
H -2.614 1.297 -3.344 0.28 -0.02 0.11 0.313
H -1.325 0.438 -2.421 -0.09 0.44 -0.28 0.061
H -1.007 1.047 -4.067 -0.01 0.15 0.18 0.381
N 3.240 -0.773 -3.014 -0.72 0.90 -0.14 0.292
N 2.258 -2.950 -2.370 -1.38 -0.09 0.53 0.101
N 2.267 0.024 -2.443 0.60 0.29 -0.76 -0.158
N 1.174 -2.502 -1.624 -0.36 -3.60 -2.40 0.093
C 3.742 -0.176 -4.119 -0.51 0.16 0.66 -0.079
C 1.873 -3.996 -3.121 -0.16 0.48 0.53 -0.061
H 4.485 -0.695 -4.710 -0.05 0.24 0.07 0.442
H 2.573 -4.435 -3.815 -0.07 -0.13 0.09 0.457
C 3.119 1.061 -4.261 0.02 -0.42 0.28 -1.106
C 0.538 -4.281 -2.845 0.09 0.16 0.05 -1.194
C 2.202 1.147 -3.188 0.85 -1.25 -0.16 -0.283
C 0.128 -3.331 -1.901 1.76 0.43 -0.46 -0.032
H 3.323 1.789 -5.025 -0.08 0.08 -0.05 0.382
H -0.044 -5.067 -3.285 -0.10 -0.08 -0.02 0.395
H 1.536 1.969 -2.959 -0.03 -0.29 0.16 0.544
H -0.833 -3.172 -1.433 0.15 0.00 0.02 0.511
H -1.222 2.208 -2.695 0.01 -0.16 -0.10 0.103
N 0.182 -0.231 0.563 -2.47 1.36 2.68 -0.110
P -1.021 0.338 1.404 1.97 -0.74 -1.98 1.002
C -1.559 1.866 0.590 -0.73 0.04 0.21 0.557
C -2.896 2.054 0.236 0.13 0.50 -0.17 -0.090
C -3.295 3.264 -0.337 0.06 0.12 -0.07 -0.640
C -2.366 4.284 -0.550 0.00 -0.14 0.22 -0.475
C -1.025 4.086 -0.198 0.04 -0.29 0.05 -0.660
C -0.611 2.871 0.354 -0.33 0.13 -0.08 -0.632
C -2.457 -0.760 1.500 -0.56 -0.23 0.28 0.183
C -3.111 -1.134 0.312 -0.13 -0.20 0.27 -0.315
C -4.279 -1.902 0.362 0.19 0.05 0.09 -0.777
C -4.811 -2.301 1.593 0.21 0.31 0.10 -0.536
C -4.130 -1.973 2.772 0.00 -0.15 -0.15 -0.555
C -2.941 -1.237 2.729 -0.22 0.00 -0.40 -0.589
C -0.685 0.919 3.085 -0.02 0.10 0.70 0.064
C -1.640 1.680 3.786 0.41 0.11 0.15 -0.192
C -1.298 2.295 4.995 0.03 -0.10 -0.20 -0.719
C 0.008 2.186 5.494 -0.19 -0.16 -0.25 -0.466
C 0.941 1.395 4.813 -0.20 0.07 0.23 -0.342
C 0.589 0.730 3.635 -0.16 0.40 0.07 -0.666
H -3.630 1.261 0.383 0.19 0.32 0.08 0.353
H -4.343 3.407 -0.600 0.27 0.02 0.00 0.402
H -2.686 5.244 -0.962 0.10 -0.34 0.09 0.375
H -0.294 4.880 -0.342 -0.18 -0.14 -0.05 0.394
H 0.438 2.688 0.601 -0.34 0.10 -0.03 0.406
H -2.708 -0.814 -0.653 -0.11 -0.04 0.30 0.511
H -4.780 -2.181 -0.564 0.11 0.10 0.22 0.406
H -5.764 -2.839 1.634 0.45 0.13 -0.01 0.364
H -4.530 -2.295 3.734 0.14 0.05 -0.24 0.384
H -2.390 -1.035 3.649 -0.27 0.08 -0.25 0.461
H -2.641 1.826 3.370 0.33 -0.07 0.11 0.413
H -2.050 2.883 5.530 0.33 -0.19 -0.19 0.359
H 0.282 2.721 6.409 -0.05 -0.29 -0.37 0.369
H 1.953 1.304 5.209 -0.23 -0.04 -0.10 0.402
H 1.315 0.106 3.115 -0.26 0.20 0.03 0.167
```
Forces are in eV/Å.